Version w
Molecular formula: C4H8N4O
Method: DFT, the ωB97M-V functional and the def2-TZVPD basis

Atoms and positions in Å:
H1 -2.2456 1.4119 -0.1177
N1 -1.7887 1.1905 -0.9940
C1 -0.7479 0.4642 -0.8878
N2 -0.1400 -0.0017 -2.0455
N3 -0.4391 -0.3385 0.3344
C2 -1.4367 -0.8795 1.2218
C3 0.8583 -0.2160 0.6660
O1 1.3266 -0.7703 1.8094
C4 1.5729 0.6435 -0.1516
N4 2.7900 0.7888 -0.3908
H2 0.6526 -0.6230 -2.0260
H3 -0.6165 0.3331 -2.8715
H4 -1.4262 -0.4378 2.2217
H5 -2.4613 -0.7579 0.8693
H6 -1.2210 -1.9415 1.3324
H7 2.2633 -0.5256 1.8770
H8 3.0594 1.6599 -0.8471

Orbital gap (alpha / beta)   7.23 / 6.95 eV
E_LUMO (alpha / beta)   0.0088 / 0.0093 hartree
SMILES string   [H]/N=C(/N)N(C)C(O)=C=N

=====

Version x
Molecular formula: C4H8N4O
Method: DFT, the ωB97M-V functional and the def2-TZVPD basis

Atoms and positions in Å:
C1 2.9713 0.6521 0.0106
N1 1.7230 0.1877 -0.3312
N2 1.3822 -1.0255 -0.3601
C2 0.0232 -1.2465 -0.3987
N3 -0.8050 -0.5211 0.2736
C3 -2.1553 -1.0024 0.2301
C4 -3.2017 0.1827 -0.0358
N4 -2.5009 1.3146 -0.2037
O1 -4.3841 -0.0345 -0.1906
H1 3.7223 -0.0452 0.0784
H2 3.3129 1.5015 -0.4533
H3 2.9294 0.8818 1.0126
H4 -0.1866 -2.1398 -0.8917
H5 -2.4704 -1.8088 -0.4785
H6 -2.5295 -1.3998 1.2694
H7 -1.4906 1.2711 -0.1660
H8 -3.0313 1.9089 -0.8408

Orbital gap (alpha / beta)   8.86 / 8.86 eV
E_LUMO (alpha / beta)   -0.0186 / -0.0186 hartree
SMILES string   C/N=N/C=N/CC(N)=O

=====

Version y
Molecular formula: C4H8N4O
Method: DFT, the ωB97M-V functional and the def2-TZVPD basis

Atoms and positions in Å:
N1 -0.6550 0.4506 -0.1463
C1 0.6194 0.4213 0.1821
C2 0.6690 -0.9399 1.4725
N2 -1.3801 -0.6240 -0.6366
C3 -0.5750 1.6596 -1.5374
C4 0.4821 -2.2104 1.1482
O1 1.2193 -0.5465 2.6656
N3 1.5534 1.2567 0.3456
N4 -1.1572 1.2720 -2.5938
H1 0.8341 0.3123 2.8985
H2 -1.4296 -0.5289 -1.6658
H3 -2.3331 -0.5006 -0.3044
H4 2.2285 0.9586 1.0534
H5 -1.0632 1.9068 -3.3966
H6 -0.0439 2.6178 -1.4246
H7 0.1984 -2.4963 0.1428
H8 0.8326 -3.0091 1.7969

Orbital gap   9.58 eV
E_LUMO   0.0302 hartree

=====

Least stable structure: version y

=====

Version w
Molecular formula: C6H6N2O2
Method: DFT, the ωB97M-V functional and the def2-TZVPD basis

Atoms and positions in Å:
O1 1.8721 1.1519 -1.8621
C1 0.7895 0.9330 -1.2849
C2 0.4521 1.8253 -0.0591
C3 -0.6053 1.4471 0.7757
N1 -0.9406 0.0790 0.5549
C4 -0.7611 -0.7010 -0.4868
O2 -1.3415 -1.8111 -0.5787
N2 0.1489 -0.2411 -1.4535
H1 0.8827 2.8857 0.1147
H2 -1.0786 1.8511 1.6555
H3 -1.5082 -0.4606 1.3201
H4 0.5177 -0.8136 -2.1378
C5 -0.0756 -1.7414 1.9730
C6 0.5581 -0.8334 2.4706
H5 -0.8095 -2.4911 1.5251
H6 1.1477 -0.1400 3.0077

Orbital gap   9.33 eV
E_LUMO   0.0044 hartree
SMILES string   O=c1cc[nH]c(=O)[nH]1.C#C

=====

Version x
Molecular formula: C6H6N2O2
Method: DFT, the ωB97M-V functional and the def2-TZVPD basis

Atoms and positions in Å:
O1 1.6331 -1.9665 -0.4912
C1 1.1782 -0.7709 -0.5411
C2 1.8659 0.2895 0.0318
C3 1.2131 1.4360 0.4490
N1 -0.0845 1.6995 0.1168
C4 -0.8424 0.7204 -0.5379
O2 -2.0821 0.8136 -0.6198
N2 -0.0697 -0.3531 -1.0240
H1 2.9503 0.3293 0.3691
H2 1.7759 2.2482 0.9609
H3 -0.5534 2.5361 0.2823
H4 -0.6054 -1.0729 -1.5499
C5 -1.1466 -1.6817 1.0296
C6 -2.0693 -1.2948 0.3088
H5 -0.5322 -1.8189 1.9485
H6 -2.6308 -1.1136 -0.7331

Orbital gap   9.65 eV
E_LUMO   0.0099 hartree
SMILES string   O=c1cc[nH]c(=O)[nH]1.C#C

=====

Least stable structure: version x

=====

Version w
Molecular formula: C6H6N2O2
Method: DFT, the ωB97M-V functional and the def2-TZVPD basis

Atoms and positions in Å:
C1 -0.9947 -0.6662 0.5609
C2 -0.8612 -1.1965 -0.6913
C3 -0.0532 -0.6560 -1.7065
C4 0.5796 0.6307 -1.4352
C5 0.6955 0.9009 -0.1095
C6 -0.0639 0.3386 1.1154
H1 -0.6452 -1.6651 2.5434
H2 -2.3799 -1.8571 1.4120
H3 -1.8415 -1.7535 -0.8787
H4 -0.2385 -0.8791 -2.7128
H5 0.9581 1.0202 -2.5079
H6 0.0168 0.6258 2.1321
N1 -1.7111 -1.1025 1.7806
N2 1.8675 1.9411 0.1133
O1 1.6908 2.6722 1.1492
O2 2.9811 1.6464 -0.7650

Orbital gap   7.99 eV
E_LUMO   -0.0432 hartree

=====

Version x
Molecular formula: C6H6N2O2
Method: DFT, the ωB97M-V functional and the def2-TZVPD basis

Atoms and positions in Å:
C1 2.4465 0.2533 -0.1881
C2 1.3732 1.2278 0.1533
C3 -1.7043 -0.6219 -0.2540
C4 0.7516 -1.4508 0.1128
C5 -2.5763 0.4989 -0.0893
C6 -0.3826 -0.3310 -0.0125
N1 2.0938 -0.9593 -0.1928
N2 0.0987 0.9097 0.1089
O1 -2.1638 -1.7962 -0.5279
O2 -2.2198 1.6719 -0.2583
H1 3.5204 0.5467 -0.3453
H2 1.5666 2.1869 0.5582
H3 0.8584 -1.7452 1.1719
H4 0.5126 -2.2755 -0.5380
H5 -3.6384 0.1314 0.1126
H6 -0.5363 1.7533 0.1885

Orbital gap (alpha / beta)   6.79 / 7.07 eV
E_LUMO (alpha / beta)   -0.0442 / -0.0414 hartree

=====

Least stable structure: version w

=====

Version w
Molecular formula: C4H15NO3
Method: DFT, the ωB97M-V functional and the def2-TZVPD basis

Atoms and positions in Å:
C1 1.2308 -2.8846 -0.8119
C2 0.9117 -1.7870 -1.7534
C3 0.0628 -0.8411 -1.3799
N1 0.0594 0.3333 -2.2436
C4 -0.0918 1.6309 -1.5973
H1 0.5280 -2.7980 0.1753
H2 1.0389 -3.8198 -1.4598
H3 2.1999 -2.8596 -0.5076
H4 1.6473 -1.6902 -2.5997
H5 -0.6583 -0.8251 -0.5268
H6 0.6896 0.2668 -3.0054
H7 0.0930 2.4702 -2.3219
H8 -1.1715 1.5924 -1.2571
H9 0.4110 1.9272 -0.7236
H10 2.2128 3.3587 0.7357
H11 2.8351 3.6854 -0.6701
O1 2.7642 4.0433 0.2064
H12 -2.9136 0.5815 0.2030
H13 -2.9526 1.8769 -0.5479
O2 -2.6909 1.5571 0.2287
H14 -2.2680 -2.7875 5.0670
H15 -1.2505 -3.3573 6.1911
O3 -1.7655 -2.6835 5.8409

⟨S²⟩   0.75
Orbital gap (alpha / beta)   2.35 / 7.97 eV
E_LUMO (alpha / beta)   0.1200 / 0.1227 hartree
2S+1   2
Total charge   -1

=====

Version x
Molecular formula: C4H15NO3
Method: DFT, the ωB97M-V functional and the def2-TZVPD basis

Atoms and positions in Å:
C1 -0.1330 1.6379 0.8308
N1 -0.6444 -1.2026 0.0520
C2 -0.4042 -0.2108 -0.8695
C3 -0.1695 1.0729 -0.5641
C4 -0.3400 -0.7252 -2.2776
H1 -0.4209 0.9107 1.5897
H2 0.8753 2.0148 1.0211
H3 -0.7913 2.4936 1.0441
H4 -1.0911 -1.0039 0.9297
H5 -0.7741 -2.1489 -0.2504
H6 -0.0923 1.7535 -1.3888
H7 0.1180 -1.7141 -2.2846
H8 0.1612 -0.0945 -3.0028
H9 -1.3461 -0.9233 -2.6509
H10 -2.6693 1.3987 0.3077
H11 -3.4038 0.1513 -0.0506
O1 -3.4648 0.9042 0.5684
H12 3.2886 -1.6090 -0.3506
H13 1.8127 -1.7807 -0.6593
O2 2.6533 -2.2598 -0.6765
H14 2.0584 0.1209 3.6125
H15 2.1808 0.6284 2.1009
O3 2.5965 0.5859 2.9686

⟨S²⟩   0.75
Orbital gap (alpha / beta)   2.87 / 8.26 eV
E_LUMO (alpha / beta)   0.1357 / 0.1284 hartree
2S+1   2
Total charge   -1

=====

Version y
Molecular formula: C4H15NO3
Method: DFT, the ωB97M-V functional and the def2-TZVPD basis

Atoms and positions in Å:
C1 -0.5156 -1.2584 1.3008
N1 -0.4123 -0.1892 0.2789
C2 1.1319 1.1408 -0.9845
C3 0.6473 0.8270 0.4001
C4 1.8511 0.3167 1.2511
O1 3.1424 0.7770 0.8496
H1 -0.2033 -0.9979 2.3121
H2 -0.1405 -2.2535 1.0384
H3 -1.5903 -1.4736 1.2363
H4 -0.3883 -0.6609 -0.6211
H5 0.4479 1.6923 -1.6542
H6 1.4234 0.2936 -1.6197
H7 1.9964 1.8188 -1.0067
H8 0.2312 1.6871 0.9227
H9 1.7998 0.6496 2.2948
H10 1.8919 -0.7751 1.3026
H11 3.5853 0.1445 0.2898
H12 -1.6679 -1.8760 -3.1323
H13 -2.7269 -1.9431 -1.9484
O2 -1.8566 -2.2785 -2.2747
H14 -3.5608 0.6347 0.3555
H15 -2.2579 0.6659 -0.4306
O3 -3.0601 1.2110 -0.2619

⟨S²⟩   0.75
Orbital gap (alpha / beta)   2.33 / 8.69 eV
E_LUMO (alpha / beta)   0.1176 / 0.1153 hartree
2S+1   2
Total charge   -1

=====

Least stable structure: version w

=====

Version w
Molecular formula: CH6NO
Method: DFT, the ωB97M-V functional and the def2-TZVPD basis

Atoms and positions in Å:
O1 -2.3020 0.6476 0.2180
H1 -2.6229 0.6726 1.1372
C1 0.8442 -0.8817 0.1628
N1 1.6332 0.2037 -0.5016
H2 -0.1088 -0.4135 0.4232
H3 1.4539 -1.3325 0.9203
H4 0.4452 -1.6603 -0.5044
H5 1.0371 0.5998 -1.2243
H6 1.6255 0.9230 0.2182

Orbital gap   6.88 eV
E_LUMO   0.1703 hartree
Total charge   -1

=====

Version x
Molecular formula: CH6NO
Method: DFT, the ωB97M-V functional and the def2-TZVPD basis

Atoms and positions in Å:
O1 0.6928 2.4045 0.2225
H1 0.1235 3.0532 -0.2171
C1 -0.5581 -1.1258 0.0680
N1 0.7054 -0.5408 -0.2491
H2 -0.6979 -2.0920 -0.4224
H3 -1.4316 -0.4656 0.0188
H4 -0.5370 -1.4258 1.1104
H5 0.6924 0.1113 -1.0215
H6 1.0104 0.0812 0.4903

Orbital gap   6.80 eV
E_LUMO   0.1651 hartree
Total charge   -1

=====

Least stable structure: version w